#a
Entry from the Open Molecules 2025 dataset: an isolated molecule of C3H8 (ωB97M-V with the def2-TZVPD basis set).

Structure (XYZ):
```
11
Properties=species:S:1:pos:R:3:lowdin_charge:R:1
C 1.04 -0.41 0.36 -0.17
C -0.22 -0.51 -0.45 -0.40
C -0.99 0.73 -0.15 -0.14
H 1.77 -1.20 0.04 0.08
H 0.81 -0.56 1.42 0.07
H 1.24 0.87 0.31 0.11
H -0.46 -1.48 0.02 0.10
H -0.07 -0.66 -1.53 0.11
H 0.08 1.50 -0.03 0.11
H -1.36 0.78 0.88 0.06
H -1.83 0.93 -0.85 0.07
```

Output
* molar mass: 44.10 g/mol
* gap between HOMO and LUMO: 12.0792 eV
* lowest unoccupied orbital energy: 0.0471 hartree
* HOMO energy: -10.797 eV


#b
Entry from the Open Molecules 2025 dataset: an isolated molecule of C3H8 (ωB97M-V with the def2-TZVPD basis set).

Structure (XYZ):
```
11
Properties=species:S:1:pos:R:3:lowdin_charge:R:1
C -1.30 -0.24 -0.03 -0.12
C 0.05 0.69 -0.01 -0.33
C 1.22 -0.26 -0.06 -0.20
H -1.17 -0.85 0.97 0.10
H -2.18 0.36 0.05 0.04
H -1.33 -0.81 -0.91 0.03
H -0.09 1.37 -0.93 0.11
H 0.07 1.27 0.93 0.09
H 2.21 0.37 -0.33 0.10
H 1.00 -1.24 -0.70 0.10
H 1.53 -0.66 1.01 0.09
```

Output
* molar mass: 44.10 g/mol
* gap between HOMO and LUMO: 12.0019 eV
* lowest unoccupied orbital energy: 0.0463 hartree
* HOMO energy: -10.741 eV


Energy ordering: #b at the bottom, the next structure 1.290 eV above.


#a
Entry from the Open Molecules 2025 dataset: an isolated molecule of C17H11N3O10 (ωB97M-V with the def2-TZVPD basis set).

Structure (XYZ):
```
41
Properties=species:S:1:pos:R:3:lowdin_charge:R:1
O 0.11 -4.31 -5.62 0.09
O 3.18 -0.42 -2.73 0.10
O 1.47 1.09 1.32 0.09
O -4.27 0.18 3.88 0.09
O 0.87 2.40 6.96 0.10
O -3.53 -0.33 5.86 0.07
O 1.73 0.48 6.68 0.16
O 2.08 -3.73 -6.68 0.16
O 0.38 -2.85 -3.54 0.02
O 1.88 1.61 3.75 0.04
C 1.11 -3.61 -5.77 -0.43
C 2.17 -0.57 -3.41 -0.34
C 0.26 1.18 1.49 -0.34
C 2.12 -1.56 -4.52 0.08
C 1.28 -2.66 -4.62 -0.17
C -1.25 1.24 -3.22 -0.06
C -0.13 0.55 -3.77 -0.03
C -1.36 1.53 -1.82 -0.02
C 0.87 0.56 -1.56 0.08
C -1.63 0.60 3.05 0.08
C -1.19 0.81 5.53 0.11
C 0.53 1.14 3.92 -0.07
C 1.02 0.25 -2.96 -0.12
C -0.33 1.06 2.81 -0.07
C -0.34 1.05 -0.96 -0.21
C -2.08 0.51 4.39 -0.10
C 0.09 1.03 5.29 -0.12
N -0.58 1.45 0.36 0.13
N -3.43 0.18 4.74 -0.37
N 0.99 1.33 6.35 -0.38
H 1.90 -4.35 -7.38 0.13
H -0.53 -3.17 -3.85 0.14
H 1.89 1.85 2.70 0.14
H 2.87 -1.41 -5.36 0.15
H -2.07 1.68 -3.82 0.10
H -0.01 0.38 -4.83 0.11
H -2.22 2.14 -1.42 0.13
H 1.67 0.35 -0.84 0.11
H -2.48 0.23 2.40 0.15
H -1.47 0.73 6.65 0.18
H -1.54 1.39 0.58 0.10
```

Output
* molar mass: 417.29 g/mol
* gap between HOMO and LUMO: 7.9388 eV
* lowest unoccupied orbital energy: -0.0480 hartree
* HOMO energy: -9.246 eV


#b
Entry from the Open Molecules 2025 dataset: an isolated molecule of C17H11N3O10 (ωB97M-V with the def2-TZVPD basis set).

Structure (XYZ):
```
41
Properties=species:S:1:pos:R:3:lowdin_charge:R:1
O -1.67 3.67 -7.04 0.14
O 1.49 0.85 -4.17 0.09
O -1.46 -1.50 1.22 0.08
O 3.22 -0.64 5.27 0.09
O -0.18 -6.25 3.18 0.09
O 1.85 -1.61 6.83 0.07
O 0.21 -5.80 5.27 0.10
O -1.08 5.66 -5.98 0.09
O -0.25 4.29 -3.88 0.06
O -0.81 -4.01 1.77 0.06
C -1.11 4.24 -6.14 -0.39
C 0.40 1.38 -3.95 -0.30
C -0.27 -1.33 1.51 -0.39
C -0.26 2.14 -5.01 0.09
C -0.50 3.52 -4.99 -0.20
C -1.74 2.18 -0.91 -0.06
C -1.19 2.13 -2.15 -0.08
C -1.16 1.43 0.10 -0.02
C 0.43 0.49 -1.46 0.11
C 1.22 -1.52 3.56 0.11
C 1.31 -3.49 4.80 0.11
C 0.08 -3.41 2.70 -0.06
C -0.12 1.36 -2.50 -0.09
C 0.38 -2.08 2.54 -0.07
C -0.09 0.56 -0.12 -0.20
C 1.68 -2.18 4.68 -0.22
C 0.50 -4.16 3.89 -0.06
N 0.44 -0.38 0.79 0.13
N 2.32 -1.46 5.63 -0.29
N 0.16 -5.47 4.11 -0.34
H -1.53 5.90 -6.76 0.09
H -0.26 5.20 -4.26 0.12
H -1.53 -3.42 1.49 0.10
H -0.32 1.76 -6.00 0.12
H -2.65 2.85 -0.71 0.14
H -1.71 2.72 -2.85 0.09
H -1.60 1.38 1.16 0.14
H 1.17 -0.12 -1.74 0.07
H 1.51 -0.46 3.47 0.15
H 1.69 -3.93 5.74 0.16
H 1.44 -0.51 0.91 0.16
```

Output
* molar mass: 417.29 g/mol
* gap between HOMO and LUMO: 8.0376 eV
* lowest unoccupied orbital energy: -0.0590 hartree
* HOMO energy: -9.643 eV


Energy ordering: #b at the bottom, the next structure 0.128 eV above.


#a
Entry from the Open Molecules 2025 dataset: the ion C3H3NO2P with charge -1 (ωB97M-V with the def2-TZVPD basis set).

Structure (XYZ):
```
10
Properties=species:S:1:pos:R:3:lowdin_charge:R:1
C -0.19 -1.26 -0.44 0.08
C 1.03 -0.85 -0.05 -0.63
C 1.08 0.64 0.17 -0.58
N -1.59 0.19 0.12 -0.36
O 1.99 -1.64 0.07 -0.08
O 2.09 1.31 0.30 -0.03
P -0.53 1.43 -0.14 0.71
H -0.78 -2.09 -0.46 0.00
H -2.29 0.31 -0.67 -0.02
H -0.82 1.94 1.10 -0.10
```

Output
* charge: -1
* molar mass: 116.04 g/mol
* gap between HOMO and LUMO: 8.0906 eV
* lowest unoccupied orbital energy: 0.1603 hartree
* HOMO energy: -3.728 eV


#b
Entry from the Open Molecules 2025 dataset: the ion C3H3NO2P with charge -1 (ωB97M-V with the def2-TZVPD basis set).

Structure (XYZ):
```
10
Properties=species:S:1:pos:R:3:lowdin_charge:R:1
C -0.27 0.26 -1.21 -0.33
C -1.40 -0.65 -1.00 -0.46
C -1.85 -0.48 0.46 -0.72
N -0.48 1.44 -0.88 0.10
O -1.70 -1.58 -1.77 0.01
O -2.95 -0.61 1.03 -0.14
P -0.32 -0.72 1.48 0.66
H 0.58 -0.13 -1.67 0.09
H 0.26 2.13 -1.27 0.08
H -1.00 -1.13 2.50 -0.28
```

Output
* charge: -1
* molar mass: 116.04 g/mol
* gap between HOMO and LUMO (spin up / spin down): 6.6305 / 6.6290 eV
* lowest unoccupied orbital energy (spin up / spin down): 0.1426 / 0.1426 hartree
* HOMO energy (spin up / spin down): -2.750 / -2.749 eV


Energy ordering: #b at the bottom, the next structure 1.068 eV above.


#a
Entry from the Open Molecules 2025 dataset: an isolated molecule of C19H22ClNO2 (ωB97M-V with the def2-TZVPD basis set).

Structure (XYZ):
```
45
Properties=species:S:1:pos:R:3:lowdin_charge:R:1
C 2.17 2.77 4.72 -0.09
H 2.26 3.85 4.86 0.09
O 2.23 2.56 3.33 -0.08
C 2.16 1.28 2.87 -0.27
C 2.25 1.14 1.48 0.04
C 2.19 -0.11 0.89 -0.21
C 2.03 -1.24 1.69 -0.06
C 1.93 -1.10 3.06 -0.07
C 2.00 0.15 3.66 -0.03
H 1.93 0.23 4.73 0.10
H 1.81 -1.97 3.68 0.11
H 1.98 -2.21 1.23 0.11
C 2.22 -0.25 -0.61 -0.11
N 0.86 -0.30 -1.13 0.10
C 0.25 -1.46 -1.43 -0.48
O 0.82 -2.54 -1.42 0.07
C -1.24 -1.32 -1.79 -0.17
C -1.50 -0.02 -2.50 -0.20
C -0.83 0.20 -3.71 -0.03
C -1.01 1.37 -4.43 -0.09
C -1.87 2.34 -3.94 -0.68
C -2.56 2.14 -2.75 -0.10
C -2.37 0.96 -2.04 -0.03
H -2.92 0.83 -1.12 0.11
H -3.23 2.89 -2.38 0.11
Cl -2.11 3.81 -4.83 0.67
H -0.49 1.53 -5.36 0.11
H -0.16 -0.56 -4.08 0.13
H -1.44 -2.13 -2.51 0.16
C -2.09 -1.62 -0.54 -0.37
C -2.10 -3.12 -0.27 -0.06
H -2.63 -3.34 0.65 0.08
H -1.08 -3.49 -0.17 0.08
H -2.58 -3.66 -1.08 0.08
C -1.61 -0.87 0.70 -0.06
H -1.51 0.20 0.53 0.07
H -2.32 -1.01 1.51 0.08
H -0.65 -1.26 1.03 0.07
H -3.12 -1.31 -0.77 0.13
H 0.32 0.54 -1.06 0.14
H 2.70 -1.19 -0.90 0.13
H 2.74 0.59 -1.07 0.13
H 2.37 2.03 0.88 0.12
H 2.99 2.27 5.24 0.10
H 1.21 2.44 5.14 0.09
```

Output
* molar mass: 331.84 g/mol
* gap between HOMO and LUMO: 9.3051 eV
* lowest unoccupied orbital energy: 0.0246 hartree
* HOMO energy: -8.636 eV


#b
Entry from the Open Molecules 2025 dataset: an isolated molecule of C19H22ClNO2 (ωB97M-V with the def2-TZVPD basis set).

Structure (XYZ):
```
45
Properties=species:S:1:pos:R:3:lowdin_charge:R:1
C 5.37 1.48 -0.21 -0.07
C 4.81 0.29 0.56 -0.27
O 3.94 -0.52 -0.21 -0.15
C 2.64 -0.01 -0.40 -0.19
C 1.71 -0.31 0.80 -0.10
N 0.37 0.17 0.53 -0.01
C 0.13 1.50 0.68 -0.43
O 0.96 2.26 1.14 0.09
C -1.21 1.99 0.24 -0.17
C -1.25 2.93 -0.78 -0.03
C -2.45 3.45 -1.23 -0.07
C -3.64 3.03 -0.65 -0.08
C -3.62 2.13 0.39 -0.10
C -2.41 1.61 0.84 -0.58
Cl -2.42 0.52 2.17 0.80
H -4.54 1.81 0.87 0.10
H -4.58 3.43 -0.99 0.11
H -2.46 4.17 -2.03 0.10
H -0.32 3.26 -1.22 0.12
C -0.52 -0.69 -0.18 -0.20
C -0.85 -0.37 -1.49 -0.02
C -1.71 -1.18 -2.20 -0.06
C -2.22 -2.33 -1.60 -0.04
C -1.88 -2.66 -0.30 -0.23
C -1.03 -1.84 0.43 -0.19
C -0.68 -2.19 1.85 -0.07
H -0.01 -3.05 1.87 0.09
H -0.21 -1.36 2.36 0.06
H -1.58 -2.46 2.40 0.07
C -2.44 -3.91 0.31 -0.04
H -1.64 -4.55 0.69 0.08
H -3.09 -3.66 1.15 0.08
H -3.02 -4.47 -0.41 0.08
H -2.89 -2.97 -2.16 0.11
H -1.98 -0.93 -3.21 0.10
H -0.43 0.51 -1.95 0.12
H 2.08 0.21 1.69 0.13
H 1.70 -1.38 0.97 0.13
H 2.25 -0.52 -1.29 0.13
H 2.66 1.07 -0.58 0.12
H 4.31 0.64 1.47 0.11
H 5.62 -0.39 0.85 0.12
H 5.82 1.14 -1.14 0.08
H 4.59 2.20 -0.44 0.07
H 6.13 1.97 0.39 0.07
```

Output
* molar mass: 331.84 g/mol
* gap between HOMO and LUMO: 9.4857 eV
* lowest unoccupied orbital energy: 0.0273 hartree
* HOMO energy: -8.742 eV


Energy ordering: #a at the bottom, the next structure 0.286 eV above.